Entry 1:
C23H22BF3NO2Pt | ωB97M-V/def2-TZVPD

HOMO-LUMO gap (alpha / beta)	4.4 / 7.5	eV
net charge	-1
multiplicity	3
LUMO level (alpha / beta)	2.70 / 2.54	eV
E	-1538.75843	hartree
highest occupied orbital energy (alpha / beta)	-1.743 / -4.944	eV
maximum force	0.007	Eh/bohr

Geometry (Å):
Pt (0.158, 0.473, 0.211)
F (1.477, -4.092, 2.913)
C (0.817, -2.896, 2.900)
C (0.876, -2.095, 1.786)
C (0.190, -0.874, 1.766)
C (-0.537, -0.460, 2.918)
C (-0.548, -1.331, 4.012)
F (-1.230, -0.993, 5.144)
C (0.106, -2.539, 4.037)
C (-1.209, 0.818, 2.827)
C (-2.026, 1.429, 3.784)
C (-2.586, 2.666, 3.565)
C (-2.317, 3.328, 2.331)
C (-1.532, 2.707, 1.412)
N (-0.981, 1.474, 1.612)
H (1.466, -2.413, 0.935)
H (0.068, -3.174, 4.911)
H (-2.209, 0.910, 4.712)
H (-3.212, 3.125, 4.319)
H (-2.719, 4.307, 2.111)
H (-1.305, 3.161, 0.458)
F (0.035, 4.499, -4.609)
C (0.074, 3.623, -3.562)
C (0.737, 3.986, -2.410)
C (0.763, 3.085, -1.351)
C (0.145, 1.825, -1.401)
C (-0.503, 1.523, -2.609)
C (-0.550, 2.403, -3.688)
H (1.219, 4.955, -2.350)
H (1.289, 3.374, -0.445)
H (-0.993, 0.561, -2.723)
H (-1.059, 2.151, -4.610)
C (5.456, -0.375, -0.257)
C (4.313, -0.049, 0.689)
C (4.385, -0.928, 1.931)
O (3.072, -0.363, 0.027)
B (2.131, 0.562, 0.434)
O (2.721, 1.618, 1.119)
C (4.148, 1.469, 1.013)
C (4.772, 1.901, 2.328)
C (4.611, 2.384, -0.114)
H (5.501, -1.453, -0.415)
H (6.413, -0.052, 0.161)
H (5.314, 0.106, -1.223)
H (4.339, -1.972, 1.622)
H (3.537, -0.741, 2.592)
H (5.312, -0.768, 2.487)
H (4.335, 1.362, 3.167)
H (4.590, 2.966, 2.480)
H (5.852, 1.736, 2.323)
H (4.150, 2.104, -1.062)
H (5.696, 2.373, -0.230)
H (4.297, 3.403, 0.119)

Forces on atoms 1 to 3 (eV/Å):
0.155 0.021 -0.169
0.009 -0.012 -0.008
-0.021 -0.028 0.074

=====

Entry 2:
C23H22BrCrN2O2 | ωB97M-V/def2-TZVPD

HOMO-LUMO gap (alpha / beta)	6.1 / 6.7	eV
net charge	+2
multiplicity	2
LUMO level (alpha / beta)	-8.07 / -7.48	eV
E	-4767.49688	hartree
highest occupied orbital energy (alpha / beta)	-14.194 / -14.184	eV
maximum force	0.009	Eh/bohr

Geometry (Å):
Cr (-1.480, -0.209, -0.833)
O (0.171, -1.232, -1.519)
C (0.843, -2.216, -0.753)
C (1.951, -2.828, -1.300)
C (2.608, -3.806, -0.569)
C (2.151, -4.159, 0.691)
C (1.032, -3.536, 1.217)
C (0.358, -2.546, 0.507)
C (-0.842, -1.872, 1.137)
O (-1.831, -1.594, 0.160)
N (-0.554, -0.575, 1.760)
N (-0.284, 0.310, 0.726)
C (0.538, 1.277, 0.878)
C (0.775, 2.249, -0.153)
Br (-0.303, 1.982, -1.723)
C (1.568, 3.331, -0.117)
C (2.523, 3.668, 0.932)
C (2.708, 5.020, 1.239)
C (3.581, 5.390, 2.247)
C (4.304, 4.420, 2.929)
C (4.164, 3.078, 2.597)
C (3.278, 2.700, 1.605)
H (0.419, -1.306, -2.450)
H (2.301, -2.551, -2.289)
H (3.475, -4.294, -0.993)
H (2.658, -4.928, 1.258)
H (0.661, -3.829, 2.193)
H (-1.271, -2.519, 1.901)
H (0.193, -0.621, 2.448)
H (1.060, 1.414, 1.821)
H (1.486, 4.040, -0.936)
H (2.154, 5.776, 0.696)
H (3.709, 6.436, 2.492)
H (4.999, 4.713, 3.704)
H (4.765, 2.332, 3.098)
H (3.225, 1.662, 1.302)
C (-3.628, -2.948, -2.800)
C (-3.737, -1.641, -2.082)
C (-4.447, -1.550, -0.879)
C (-4.482, -0.372, -0.159)
C (-3.879, 0.793, -0.663)
C (-3.316, 0.755, -1.939)
C (-3.156, -0.472, -2.606)
H (-4.616, -3.259, -3.147)
H (-3.266, -3.727, -2.129)
H (-2.972, -2.886, -3.666)
H (-4.931, -2.435, -0.486)
H (-4.985, -0.338, 0.798)
H (-3.973, 1.732, -0.134)
H (-2.998, 1.671, -2.418)
H (-2.710, -0.499, -3.593)

Forces on atoms 1 to 3 (eV/Å):
-0.106 -0.473 0.026
0.040 0.023 0.154
-0.013 -0.003 0.018

=====

Entry 3:
C23H22Cl3N5OsSe | ωB97M-V/def2-TZVPD

energy above the lowest of the compared OMol25 structures with the same formula, charge and spin	22.7	kcal/mol
HOMO-LUMO gap	7.2	eV
net charge	+2
multiplicity	1
LUMO level	-6.64	eV
E	-5035.47663	hartree
highest occupied orbital energy	-13.815	eV
maximum force	0.016	Eh/bohr

Geometry (Å):
Os (-1.100, -0.107, -1.046)
Se (0.820, 1.644, -3.118)
N (0.180, 1.500, -1.421)
C (0.735, 2.466, -0.700)
C (0.524, 2.714, 0.690)
C (1.173, 3.754, 1.263)
C (2.063, 4.611, 0.525)
C (2.300, 4.413, -0.788)
C (1.640, 3.321, -1.445)
N (1.804, 3.039, -2.718)
H (-0.130, 2.074, 1.260)
H (1.025, 3.958, 2.316)
H (2.540, 5.430, 1.045)
H (2.956, 5.048, -1.366)
Cl (-2.720, 3.461, 2.666)
C (-3.467, 1.916, 2.253)
Cl (-5.106, 2.147, 1.647)
Cl (-3.451, 0.818, 3.640)
C (-2.673, 1.291, 1.191)
N (-2.051, 0.802, 0.360)
C (1.702, -2.407, -0.962)
C (1.069, -1.959, 0.333)
C (1.148, -3.020, 1.410)
C (0.021, -0.987, 0.353)
C (1.655, -0.471, 0.872)
C (1.735, -0.227, 2.254)
C (2.687, 0.630, 2.764)
C (3.591, 1.248, 1.906)
C (3.522, 1.030, 0.536)
C (2.559, 0.184, 0.020)
H (1.190, -3.320, -1.284)
H (2.749, -2.670, -0.824)
H (1.638, -1.669, -1.761)
H (0.624, -3.908, 1.051)
H (0.676, -2.718, 2.340)
H (2.183, -3.300, 1.604)
H (-0.483, -0.978, 1.322)
H (1.041, -0.703, 2.934)
H (2.737, 0.806, 3.830)
H (4.355, 1.901, 2.309)
H (4.226, 1.511, -0.130)
H (2.526, 0.033, -1.049)
N (-1.008, -1.966, -2.883)
C (-2.269, -2.297, -2.356)
C (-3.215, -3.103, -2.966)
C (-4.408, -3.311, -2.300)
C (-4.620, -2.719, -1.055)
C (-3.647, -1.897, -0.540)
N (-2.495, -1.671, -1.198)
H (-0.797, -2.358, -3.791)
H (-0.269, -2.214, -2.231)
H (-3.009, -3.563, -3.923)
H (-5.169, -3.940, -2.741)
H (-5.535, -2.882, -0.505)
H (-3.772, -1.386, 0.405)

Forces on atoms 1 to 3 (eV/Å):
0.092 -0.455 -0.353
-0.061 0.029 0.075
0.177 -0.001 -0.180